## P
Density functional theory data (ωB97M-V/def2-TZVPD) for CH3NOP2S in the gas phase.

Results
Kohn-Sham gap (alpha / beta) ... 0.254 / 0.254 Ha
HOMO level (alpha / beta) ... -8.21 / -8.21 eV
Lowest unoccupied orbital energy (alpha / beta) ... -0.048 / -0.048 Ha

Geometry as ORCA input:
```
! wB97M-V def2-TZVPD RIJCOSX def2/J DEFGRID3
* xyz 0 1
C -0.92 0.95 0.59
N -1.22 -0.36 0.29
O 0.68 -1.53 -1.08
P -0.97 -1.63 -0.50
P 1.97 -0.67 -1.12
S 0.69 1.77 0.14
H -1.49 1.46 -0.07
H -1.21 1.06 1.70
H 2.48 -1.04 0.04
*
```

Atomic charges from the Mulliken analysis, expressed in e, are listed below:
1. C -0.2653
2. N -0.0922
3. O -0.2317
4. P 0.1369
5. P 0.2348
6. S -0.3720
7. H 0.2666
8. H 0.2566
9. H 0.0661

## Q
Density functional theory data (ωB97M-V/def2-TZVPD) for CH3NOP2S in the gas phase.

Results
Kohn-Sham gap ... 0.297 Ha
HOMO level ... -8.56 eV
Lowest unoccupied orbital energy ... -0.017 Ha

Geometry as ORCA input:
```
! wB97M-V def2-TZVPD RIJCOSX def2/J DEFGRID3
* xyz 0 1
P -2.16 -0.55 -0.12
O -1.53 1.08 -0.16
P 0.03 1.56 -0.10
N 0.81 0.36 0.48
C 2.02 -0.13 0.75
S 2.82 -0.96 -0.40
H -1.22 -1.18 -1.05
H -3.12 -0.25 -1.25
H 2.36 0.07 1.84
*
```

Atomic charges from the Mulliken analysis, expressed in e, are listed below:
1. P 0.0886
2. O -0.3300
3. P 0.2317
4. N 0.0130
5. C -0.1260
6. S -0.2884
7. H 0.0778
8. H 0.0740
9. H 0.2593

## R
Density functional theory data (ωB97M-V/def2-TZVPD) for CH3NOP2S in the gas phase.

Results
Kohn-Sham gap (alpha / beta) ... 0.257 / 0.248 Ha
HOMO level (alpha / beta) ... -9.05 / -9.10 eV
Lowest unoccupied orbital energy (alpha / beta) ... -0.076 / -0.086 Ha

Geometry as ORCA input:
```
! wB97M-V def2-TZVPD RIJCOSX def2/J DEFGRID3
* xyz 0 1
C 0.41 -1.23 0.98
N 1.41 -0.62 0.43
O -0.14 1.67 -2.73
P -1.35 -1.21 0.67
P -0.34 1.00 -1.44
S 1.58 0.58 -0.57
H 0.64 -2.19 1.41
H -1.60 -0.02 1.60
H -0.61 2.02 -0.36
*
```

Atomic charges from the Mulliken analysis, expressed in e, are listed below:
1. C 0.0314
2. N -0.3250
3. O -0.4638
4. P -0.0406
5. P 0.2251
6. S 0.0663
7. H 0.3193
8. H 0.0878
9. H 0.0996

Q (0.0552 hartree below the next structure)

## P
Density functional theory data (ωB97M-V/def2-TZVPD) for 2 unconnected molecules or ions with the total composition C3H7N4.

Results
Kohn-Sham gap (alpha / beta) ... 0.302 / 0.318 Ha
HOMO level (alpha / beta) ... -15.25 / -14.35 eV
Lowest unoccupied orbital energy (alpha / beta) ... -0.259 / -0.209 Ha

Geometry as ORCA input:
```
! wB97M-V def2-TZVPD RIJCOSX def2/J DEFGRID3
* xyz 1 1
C 0.50 -0.32 -1.38
C 1.56 -1.08 0.39
C 0.06 0.92 -0.67
N 1.36 -1.15 -0.97
N 0.88 -0.31 1.22
N -1.88 -0.22 0.70
N 0.16 0.60 0.72
H 0.08 -0.50 -2.31
H 2.27 -1.90 0.60
H 0.60 1.84 -1.01
H -1.07 1.00 -0.87
H -2.52 0.66 0.78
H -2.08 -0.94 1.38
H 0.07 1.39 1.41
*
```

Atomic charges from the Mulliken analysis, expressed in e, are listed below:
1. C -0.0196
2. C 0.0660
3. C -0.3034
4. N -0.3897
5. N -0.6113
6. N -0.4582
7. N 0.2953
8. H 0.4789
9. H 0.4137
10. H 0.3497
11. H 0.3212
12. H 0.2780
13. H 0.2387
14. H 0.3409

## Q
Density functional theory data (ωB97M-V/def2-TZVPD) for a gas-phase ion, C3H7N4 (charge +1).

Results
Kohn-Sham gap ... 0.348 Ha
HOMO level ... -13.53 eV
Lowest unoccupied orbital energy ... -0.149 Ha

Geometry as ORCA input:
```
! wB97M-V def2-TZVPD RIJCOSX def2/J DEFGRID3
* xyz 1 1
N -0.83 2.04 1.05
N -0.28 0.85 0.55
C 1.01 0.56 0.76
C 1.35 -0.55 -0.01
N 0.33 -1.13 -0.65
N 0.18 -2.14 -1.40
C -0.94 0.07 -0.26
H -1.88 2.26 1.03
H -0.63 2.30 2.04
H 1.56 1.36 1.28
H 2.35 -0.85 -0.35
H -0.01 -1.87 -2.38
H -0.37 -2.97 -0.95
H -1.85 0.08 -0.71
*
```

Atomic charges from the Mulliken analysis, expressed in e, are listed below:
1. N -1.0008
2. N 0.5014
3. C -0.4484
4. C 0.0326
5. N 0.4065
6. N -0.8575
7. C -0.0262
8. H 0.3081
9. H 0.2988
10. H 0.3933
11. H 0.3792
12. H 0.2797
13. H 0.3049
14. H 0.4283

Q (0.0444 hartree below the next structure)

## P
Density functional theory data (ωB97M-V/def2-TZVPD) for C11H14N2O2 in the gas phase.

Results
Kohn-Sham gap ... 0.302 Ha
HOMO level ... -7.68 eV
Lowest unoccupied orbital energy ... 0.020 Ha

Geometry as ORCA input:
```
! wB97M-V def2-TZVPD RIJCOSX def2/J DEFGRID3
* xyz 0 1
C -1.66 -2.97 -1.60
C -1.12 -1.85 -0.77
N -0.91 -0.64 -1.31
O -1.10 -0.30 -2.50
C -0.68 0.36 -0.13
C 0.58 1.17 -0.28
C 0.56 2.53 -0.41
C 1.71 3.31 -0.56
C 2.93 2.75 -0.47
C 2.98 1.36 -0.34
C 1.85 0.61 -0.41
C -0.66 -0.50 1.06
C -1.51 0.00 2.25
N -1.16 -1.84 0.62
O -0.32 -2.92 1.20
H -0.80 -3.30 -2.25
H -2.36 -2.64 -2.37
H -1.98 -3.78 -0.99
H -1.67 0.89 -0.16
H -0.35 3.14 -0.16
H 1.47 4.38 -0.54
H 3.83 3.37 -0.37
H 3.96 0.91 -0.13
H 2.01 -0.44 -0.22
H 0.44 -0.61 1.46
H -2.58 0.42 1.89
H -0.93 0.82 2.65
H -1.77 -0.67 2.98
H -0.79 -3.56 1.87
*
```

Atomic charges from the Mulliken analysis, expressed in e, are listed below:
1. C -1.2991
2. C 0.2950
3. N 0.6736
4. O -0.7638
5. C -0.0333
6. C 0.0727
7. C -0.0753
8. C -0.5628
9. C -0.3033
10. C -0.6047
11. C -0.4352
12. C 0.2697
13. C -1.5567
14. N -0.0198
15. O -0.5197
16. H 0.2842
17. H 0.3463
18. H 0.3399
19. H 0.6421
20. H 0.2271
21. H 0.3101
22. H 0.3477
23. H 0.3454
24. H 0.4107
25. H 0.1888
26. H 0.2548
27. H 0.3568
28. H 0.4732
29. H 0.3353

## Q
Density functional theory data (ωB97M-V/def2-TZVPD) for 4 unconnected molecules or ions with the total composition C11H14N2O2.

Results
Kohn-Sham gap ... 0.319 Ha
HOMO level ... -8.40 eV
Lowest unoccupied orbital energy ... 0.011 Ha

Geometry as ORCA input:
```
! wB97M-V def2-TZVPD RIJCOSX def2/J DEFGRID3
* xyz 0 1
C 0.91 2.51 0.51
C 2.06 0.55 -0.30
C 3.39 0.61 -0.52
C 3.89 -0.78 -0.45
C 3.34 -1.78 0.14
C 2.02 -1.65 0.49
C 1.43 -0.56 0.29
C -0.45 -0.43 -0.80
C -1.98 -0.43 -0.46
C -4.03 -0.30 -0.60
C -3.90 -0.08 0.79
H 0.37 1.79 1.69
H 2.15 3.16 1.13
H 0.14 3.38 -0.44
H 3.90 1.50 -1.12
H 4.95 -0.80 -0.54
H 3.94 -2.67 0.42
H 1.56 -2.44 1.40
H 0.05 -1.34 -1.32
H -0.40 0.60 -1.46
H -4.48 0.48 -1.28
H -4.86 -1.15 -0.81
H -4.12 0.90 1.33
H -4.30 -0.93 1.31
H -1.87 -0.82 1.37
N -2.92 -0.65 -1.32
N -2.29 0.02 0.72
O 1.32 1.57 -0.61
O 0.21 -0.26 0.46
*
```

Atomic charges from the Mulliken analysis, expressed in e, are listed below:
1. C -0.5937
2. C 0.4364
3. C -0.2549
4. C -0.7946
5. C -0.2735
6. C 0.2799
7. C -0.0644
8. C -0.0386
9. C 0.0664
10. C -0.4309
11. C -0.2461
12. H 0.2065
13. H 0.2300
14. H 0.2348
15. H 0.2970
16. H 0.3527
17. H 0.3527
18. H 0.0988
19. H 0.4262
20. H 0.1620
21. H 0.2768
22. H 0.2480
23. H 0.2377
24. H 0.2269
25. H 0.2670
26. N -0.6264
27. N -0.2787
28. O -0.4433
29. O -0.3551

P (0.2593 hartree below the next structure)

## P
Density functional theory data (ωB97M-V/def2-TZVPD) for C18H15N5 in the gas phase.

Results
Kohn-Sham gap ... 0.285 Ha
HOMO level ... -7.76 eV
Lowest unoccupied orbital energy ... -0.001 Ha

Geometry as ORCA input:
```
! wB97M-V def2-TZVPD RIJCOSX def2/J DEFGRID3
* xyz 0 1
C -4.29 -1.38 -0.92
C -4.39 -0.74 -2.14
C -3.44 0.29 -2.51
C -2.43 0.61 -1.64
C -2.46 0.12 -0.32
C -3.26 -1.03 -0.02
C -1.49 0.92 0.53
C -0.80 1.95 -0.29
N 0.47 2.54 0.15
C 1.64 1.88 -0.10
N 2.03 1.52 -1.24
C 2.98 0.52 -1.30
N 3.60 0.01 -0.24
C 3.24 0.42 0.94
C 2.25 1.47 1.08
N 2.07 1.79 2.34
N 3.07 1.02 2.98
C 3.51 1.13 4.35
C 4.60 0.36 4.76
C 5.24 -0.62 3.86
C 4.95 -0.54 2.49
C 3.88 0.25 2.11
C -1.12 1.39 -1.70
H -5.09 -2.09 -0.63
H -5.08 -0.95 -2.95
H -3.39 0.72 -3.54
H -3.36 -1.56 0.88
H -0.80 0.30 1.06
H -2.19 1.40 1.20
H -1.49 2.83 -0.17
H 0.39 3.01 1.04
H 3.38 0.19 -2.18
H 3.00 1.95 4.89
H 5.03 0.27 5.76
H 5.91 -1.42 4.21
H 5.43 -1.22 1.79
H -0.44 0.62 -1.91
H -1.05 2.17 -2.50
*
```

Atomic charges from the Mulliken analysis, expressed in e, are listed below:
1. C -0.3615
2. C -0.4439
3. C -0.5076
4. C 0.3661
5. C 0.5632
6. C -0.9256
7. C -0.4788
8. C -0.3085
9. N -0.1963
10. C 0.1091
11. N -0.6159
12. C -0.4607
13. N -0.6757
14. C 0.6522
15. C 0.9023
16. N -1.1517
17. N 0.6273
18. C -0.2614
19. C -0.5012
20. C -0.3440
21. C -0.6423
22. C 0.2244
23. C -0.8708
24. H 0.3303
25. H 0.3515
26. H 0.3087
27. H 0.4091
28. H 0.3333
29. H 0.2593
30. H 0.2327
31. H 0.3566
32. H 0.5239
33. H 0.3887
34. H 0.3357
35. H 0.3647
36. H 0.4416
37. H 0.2696
38. H 0.3951

## Q
Density functional theory data (ωB97M-V/def2-TZVPD) for C18H15N5 in the gas phase.

Results
Kohn-Sham gap ... 0.292 Ha
HOMO level ... -7.64 eV
Lowest unoccupied orbital energy ... 0.011 Ha

Geometry as ORCA input:
```
! wB97M-V def2-TZVPD RIJCOSX def2/J DEFGRID3
* xyz 0 1
C 0.87 3.33 4.43
C 1.85 2.36 4.59
C 1.67 1.11 4.00
C 0.51 0.79 3.32
C -0.49 1.74 3.24
C -0.32 3.01 3.79
C -1.66 1.17 2.49
C -1.17 -0.19 1.94
N -0.79 -0.07 0.54
C -0.81 -1.09 -0.32
N -1.13 -2.33 0.06
C -1.04 -3.34 -0.83
N -0.70 -3.18 -2.11
C -0.38 -1.92 -2.47
C -0.43 -0.84 -1.62
N -0.06 0.26 -2.24
N 0.25 -0.13 -3.51
C 0.70 0.64 -4.59
C 0.91 0.02 -5.84
C 0.72 -1.45 -5.99
C 0.28 -2.21 -4.92
C 0.02 -1.48 -3.68
C 0.09 -0.53 2.73
H 0.98 4.32 4.86
H 2.78 2.64 5.13
H 2.45 0.38 4.06
H -1.09 3.77 3.74
H -2.50 0.97 3.18
H -2.00 1.82 1.66
H -1.99 -0.93 2.06
H -0.16 0.66 0.22
H -1.22 -4.36 -0.53
H 0.87 1.74 -4.46
H 1.23 0.66 -6.65
H 0.95 -1.90 -6.95
H 0.12 -3.29 -4.94
H 0.89 -0.96 2.09
H -0.20 -1.19 3.53
*
```

Atomic charges from the Mulliken analysis, expressed in e, are listed below:
1. C -0.3850
2. C -0.5365
3. C -0.6520
4. C 0.6265
5. C 0.7965
6. C -0.7676
7. C -1.2347
8. C 0.1968
9. N -0.3624
10. C -0.6294
11. N -0.6293
12. C -0.3585
13. N -0.7314
14. C 1.0107
15. C 1.3901
16. N -1.3607
17. N 0.7884
18. C -0.0611
19. C -0.5979
20. C -0.3753
21. C -0.7668
22. C 0.0428
23. C -1.2696
24. H 0.3778
25. H 0.3175
26. H 0.4416
27. H 0.4039
28. H 0.3479
29. H 0.3612
30. H 0.5548
31. H 0.3357
32. H 0.4326
33. H 0.3540
34. H 0.3805
35. H 0.4101
36. H 0.4630
37. H 0.3914
38. H 0.2949

Q (0.0995 hartree below the next structure)